Entry 1:
Density functional theory data (ωB97M-V/def2-TZVPD) for a 13-piece molecular cluster, C33H47ClN12O4 overall at a distorted geometry.

Properties
LUMO level   -1.0 eV
HOMO energy   -9.07 eV

```
97
Properties=species:S:1:pos:R:3:forces:R:3:lowdin_charge:R:1
Cl 0.662 -2.323 -0.653 -1.135 0.044 0.098 0.764
O -2.943 1.151 -0.018 -2.150 3.387 0.669 0.230
O -2.369 -3.243 -0.499 -1.499 -1.414 0.014 0.167
O 4.061 0.230 0.114 -0.013 0.023 -0.943 -0.233
O -3.118 -1.057 -0.280 -0.107 -1.263 0.063 0.118
N 0.071 8.232 -1.725 1.042 0.746 0.098 0.123
N -8.307 -1.701 -1.503 -1.236 0.387 0.014 0.128
N 6.126 -3.260 -2.055 1.008 0.798 -0.052 0.151
N 3.832 0.575 -3.582 -1.004 0.384 0.056 0.151
N 1.796 4.478 -2.377 -0.534 -0.599 -1.029 0.151
N -2.421 4.978 -4.661 -1.043 0.532 0.189 0.130
N 2.071 2.715 2.872 1.170 0.275 -0.202 0.151
N 4.367 -2.822 2.136 -0.438 -0.764 -0.834 0.139
N 9.312 -0.352 -4.063 -0.219 -1.111 0.471 0.140
N -11.286 -7.274 10.015 -0.199 -1.149 0.537 0.116
N -9.610 -2.285 6.759 -0.629 -0.009 1.155 0.123
N -6.083 -4.797 3.408 -0.625 0.090 1.125 0.139
C -8.360 -2.381 4.471 -0.165 -0.050 0.309 -0.071
C 5.228 -3.957 -2.106 -1.332 -1.051 -0.071 -0.263
C -0.813 7.516 -1.783 -1.296 -1.068 -0.050 -0.280
C -0.198 3.727 -5.209 -0.252 0.200 -0.004 -0.065
C 3.867 1.439 -0.615 0.160 1.114 0.713 -0.233
C -5.537 -4.839 2.411 0.782 -0.081 -1.527 -0.251
C 5.835 -0.612 -4.761 -0.302 0.111 0.153 -0.051
C -7.225 -2.051 -1.503 1.636 -0.516 0.018 -0.275
C 4.066 -4.856 -2.173 0.274 0.208 0.034 -0.053
C -2.198 -2.090 -0.418 2.567 2.336 -0.112 -0.434
C -9.065 -2.328 5.761 0.807 -0.033 -1.498 -0.276
C -2.422 0.145 -0.188 2.866 -2.795 -0.805 -0.419
C 5.286 -1.226 3.983 -0.097 -0.168 -0.274 -0.059
C 4.706 0.057 -4.097 1.212 -0.772 -0.843 -0.248
C 2.421 1.984 -0.361 0.268 -1.471 -0.319 -0.162
C 9.690 1.999 -5.132 -0.053 -0.327 0.144 -0.065
C 2.192 5.173 -1.568 0.554 1.148 1.174 -0.264
C -0.817 -1.427 -0.472 0.334 0.155 0.031 -0.473
C -0.409 2.217 3.515 0.347 0.068 -0.110 -0.059
C 0.038 1.061 -0.379 -0.194 -0.118 0.448 -0.115
C 1.530 0.713 -0.170 -0.427 0.996 -0.721 -0.218
C -5.825 -2.504 -1.501 -0.362 0.018 -0.034 -0.073
C 4.769 -2.123 2.938 0.525 0.939 1.097 -0.274
C -1.952 6.589 -1.857 0.288 0.265 0.033 -0.065
C 2.704 6.066 -0.517 -0.056 -0.235 -0.258 -0.057
C -4.830 -4.892 1.122 -0.140 -0.029 0.359 -0.056
C 0.990 2.499 3.153 -1.603 -0.336 0.435 -0.266
C -1.449 4.435 -4.898 1.439 -0.855 -0.408 -0.259
C -11.108 -6.256 9.539 0.257 1.522 -0.706 -0.291
C -0.933 -0.103 -0.359 -0.238 -0.016 0.013 -0.113
C -10.879 -4.939 8.923 -0.058 -0.357 0.162 -0.082
C 5.093 -0.583 -0.437 0.142 -0.509 1.173 -0.114
C 9.476 0.673 -4.530 0.289 1.522 -0.671 -0.284
H 4.595 2.185 -0.228 -0.171 -0.170 -0.296 0.118
H -5.784 -3.578 -1.672 -0.034 0.023 -0.057 0.075
H 1.833 0.037 -0.984 -0.063 -0.018 0.632 0.082
H 2.102 2.469 -1.301 0.128 0.011 0.720 0.064
H 10.582 2.457 -4.708 -0.020 -0.018 0.000 0.081
H -2.876 7.121 -1.640 0.029 0.009 -0.005 0.083
H 4.800 -1.636 -0.291 0.082 0.436 -0.122 0.047
H -11.725 -4.284 9.123 0.023 -0.008 -0.012 0.079
H 4.521 -1.061 4.739 0.008 -0.002 -0.029 0.080
H -1.824 5.786 -1.132 0.028 0.024 -0.006 0.079
H -9.977 -4.489 9.334 -0.018 0.005 -0.036 0.076
H -5.543 -4.867 0.300 -0.045 -0.019 0.077 0.069
H 1.937 6.226 0.238 -0.006 0.007 -0.044 0.080
H 4.062 1.303 -1.697 -0.331 -0.007 0.909 0.053
H 8.832 2.638 -4.932 0.019 -0.014 0.007 0.080
H -10.761 -5.048 7.847 0.012 0.032 0.024 0.070
H -4.155 -4.044 1.031 0.010 -0.046 -0.006 0.055
H -9.081 -2.357 3.655 -0.005 0.011 0.032 0.082
H 6.089 -1.527 -4.227 0.038 0.062 0.062 0.060
H 3.981 -5.276 -3.174 0.014 0.016 0.017 0.081
H 6.702 0.045 -4.767 0.005 -0.053 0.056 0.049
H 5.289 -0.417 -1.504 -0.055 0.170 0.383 0.055
H -0.113 3.590 -6.286 -0.052 0.005 0.016 0.080
H 5.994 -0.428 0.194 -0.056 -0.069 -0.707 0.091
H 2.978 7.025 -0.953 -0.077 -0.008 -0.009 0.079
H 4.186 -5.666 -1.455 0.005 0.035 0.003 0.084
H -5.357 -2.285 -0.544 -0.038 0.087 -0.043 0.059
H -7.691 -1.528 4.380 -0.022 -0.007 0.025 0.080
H 2.370 2.660 0.516 0.014 -0.331 -0.660 0.071
H -5.272 -2.004 -2.294 -0.006 0.028 0.046 0.085
H 1.686 0.271 0.823 0.051 -0.098 -0.471 0.113
H -0.616 2.600 4.512 0.010 -0.007 -0.021 0.082
H -0.295 1.755 0.420 0.058 -0.159 -0.438 0.115
H -0.584 1.143 3.501 0.018 0.016 0.000 0.081
H -0.193 2.753 -4.724 0.015 0.039 0.027 0.078
H 0.655 4.302 -4.854 -0.043 -0.034 0.092 0.055
H 3.158 -4.304 -1.938 0.029 0.003 0.012 0.066
H 9.818 1.900 -6.209 0.002 -0.008 0.024 0.080
H -4.253 -5.813 1.057 0.011 0.029 0.016 0.090
H -0.104 1.599 -1.337 0.033 -0.187 0.380 0.137
H -7.777 -3.299 4.404 -0.004 0.033 0.008 0.035
H -2.014 6.158 -2.855 -0.035 0.065 0.095 0.018
H -1.079 2.697 2.802 0.012 -0.006 0.011 0.078
H 5.566 -0.858 -5.787 -0.034 0.026 0.025 0.083
H 5.565 -0.270 3.543 -0.039 -0.021 -0.015 0.081
H 3.580 5.619 -0.049 -0.038 -0.044 -0.017 0.080
H 6.162 -1.673 4.452 -0.024 -0.006 -0.020 0.080
```
Forces are in eV/Å.

=====

Entry 2:
Density functional theory data (ωB97M-V/def2-TZVPD) for a 5-piece molecular cluster, C33H47F17NO17P2 overall at a distorted geometry.

Properties
LUMO level   0.2 eV
HOMO energy   -2.93 eV
Charge   -1

```
117
Properties=species:S:1:pos:R:3:forces:R:3:lowdin_charge:R:1
P -0.150 -4.178 -3.314 2.962 -4.287 0.905 0.760
P -0.744 -2.787 -1.792 -1.735 1.212 0.664 0.442
F -0.804 4.392 4.295 0.420 -2.269 -4.234 0.020
F 1.580 4.630 3.548 -2.049 -3.262 -2.920 0.025
F 1.561 2.319 3.034 -2.681 3.954 -1.258 0.051
F -1.255 4.765 2.008 1.933 -3.884 2.641 0.024
F -1.002 1.424 4.118 -1.399 3.241 -3.911 0.038
F 0.803 3.200 0.059 1.811 3.104 4.048 0.050
F 5.452 2.349 -3.978 -0.184 0.098 -0.261 0.079
F -6.103 -1.209 5.870 -0.332 0.090 0.222 0.076
F 0.166 0.067 1.804 -3.971 0.350 -0.140 0.002
F -3.448 1.233 1.872 4.356 1.419 -0.549 0.001
F 2.889 3.651 1.111 -4.946 1.187 0.054 0.014
F 3.900 0.001 2.146 -0.250 0.049 -0.130 0.082
F -5.137 7.757 1.468 -0.269 -0.085 -0.145 0.081
F -2.064 -0.800 2.408 2.947 2.646 -2.263 -0.010
F -2.853 2.827 3.702 4.056 -1.114 -1.916 0.008
F 1.355 5.457 0.860 -0.189 -5.424 0.976 0.051
F -1.986 2.422 0.462 0.544 -2.101 4.208 0.025
O -5.318 -2.964 4.723 0.731 -0.119 0.250 0.142
O -3.087 -4.420 -1.225 -0.947 -0.618 1.553 -0.312
O 4.429 -1.046 4.053 0.355 0.564 0.751 0.150
O 2.572 1.103 -3.146 -3.145 0.707 0.107 -0.283
O 2.144 -6.386 -0.701 1.723 5.630 -5.384 -0.064
O -3.851 -4.206 3.491 -0.612 2.368 1.898 0.146
O 6.495 0.545 -3.158 0.346 -0.093 0.969 0.147
O -3.124 -2.419 4.720 -0.673 -0.801 -0.261 0.069
O 7.867 -0.675 -1.802 -1.444 2.507 -0.493 0.142
O 0.867 -3.730 -4.557 -1.470 -0.578 -2.854 -0.374
O -1.908 10.801 1.344 -1.358 -2.605 0.334 0.143
O -1.856 8.588 1.918 -0.301 0.985 -0.463 0.077
O 5.832 0.503 4.917 -0.360 -0.873 0.331 0.072
O -1.179 -5.459 -3.749 -0.225 1.362 -3.045 -0.341
O 5.600 -1.522 5.954 -0.620 1.903 -2.188 0.144
O -3.770 9.498 1.132 0.865 -0.154 -0.077 0.141
O 7.138 1.397 -1.165 0.102 -0.866 -0.402 0.068
N 3.193 -6.003 -2.885 0.054 1.398 1.457 0.022
C -3.756 -5.055 -0.048 0.481 0.167 -0.469 -0.098
C -1.674 -4.297 -0.971 -0.332 -2.493 1.780 -0.391
C -1.826 -1.754 -4.491 -2.357 -0.014 -0.298 -0.145
C -1.555 2.364 3.069 -2.878 0.124 2.692 -0.069
C 0.753 -3.453 -0.775 2.702 -1.547 2.154 -0.349
C -4.080 -3.275 4.245 1.122 -2.436 -2.356 -0.495
C 7.223 0.336 -2.025 1.787 -2.652 0.544 -0.501
C -2.466 9.722 1.457 1.758 2.810 -0.034 -0.502
C -3.894 8.096 1.060 -0.812 -0.121 -0.022 -0.330
C -0.676 3.725 2.940 -0.912 2.917 2.496 -0.062
C 1.655 0.939 -1.986 1.574 -0.943 2.476 -0.232
C 0.915 3.594 2.666 3.134 1.006 1.494 -0.080
C 5.352 1.004 3.685 0.512 1.131 -0.313 -0.076
C -1.270 0.100 1.488 -0.744 -0.911 -1.369 -0.171
C -2.207 -2.390 -2.990 -1.826 0.173 -2.270 -0.452
C -1.428 -1.867 -0.299 -1.115 0.477 4.256 -0.288
C -1.523 -0.306 -0.126 -1.810 1.222 2.240 -0.113
C 2.442 -5.495 -1.644 -1.829 -3.021 2.435 -0.336
C -1.987 1.599 1.697 -2.653 -1.487 -0.681 -0.099
C -5.085 -2.096 5.808 -0.680 0.199 0.022 -0.335
C 1.463 -0.668 -1.554 0.486 1.666 -0.749 -0.180
C -3.809 -1.417 5.443 0.829 0.880 0.337 -0.079
C 5.643 1.626 -2.852 -0.640 0.096 -0.509 -0.335
C 1.417 3.994 1.142 2.766 0.259 -2.377 -0.131
C -3.458 -1.545 -2.498 -2.850 0.850 -2.039 -0.254
C 5.312 -0.756 5.050 0.979 -2.062 2.387 -0.500
C 0.269 -1.288 -2.476 1.382 2.618 -0.593 -0.290
C 4.119 0.197 3.465 -0.462 -0.303 -0.798 -0.338
C -2.866 7.605 2.021 0.421 -1.164 0.475 -0.076
C 1.702 1.695 -4.192 0.073 -0.414 0.239 -0.103
C 6.417 2.405 -1.844 -0.030 1.097 0.587 -0.077
C 2.117 -3.856 -1.552 2.100 -0.400 1.621 -0.248
C -3.462 0.093 -2.861 -0.150 -0.055 1.554 -0.149
H -3.237 -1.107 6.322 0.054 -0.172 -0.199 0.145
H 5.769 2.955 -1.156 0.149 -0.211 0.022 0.141
H -1.412 -0.679 -4.511 -0.227 -1.940 -0.027 0.050
H -2.482 6.618 1.751 0.052 0.340 0.044 0.121
H 1.365 2.753 -3.786 0.577 -1.950 -1.222 0.104
H 0.418 -3.849 -5.463 0.944 0.652 1.600 0.066
H -0.853 -2.239 0.689 -0.889 0.731 -2.378 0.108
H -4.848 -5.401 -0.360 2.443 0.713 0.603 0.103
H -1.168 -5.332 -1.206 -0.778 1.723 0.275 0.100
H -3.805 -4.279 0.829 0.024 -1.470 -1.515 0.078
H -2.655 -3.417 -3.433 0.930 1.955 1.758 0.107
H -2.662 0.037 -0.248 2.540 -0.654 0.037 0.116
H -0.416 -0.320 -2.648 1.053 -2.311 0.349 0.058
H 1.091 -2.735 0.117 -0.790 -1.219 -2.044 0.088
H -4.069 0.338 -3.830 1.293 -0.470 1.861 0.071
H -0.888 0.453 -0.704 -0.692 -1.462 0.738 0.097
H 0.637 1.506 -2.097 1.895 -1.054 -0.025 0.104
H 2.630 -5.864 -3.754 0.461 0.340 1.177 0.056
H -3.234 7.569 3.052 -0.203 0.047 -0.196 0.153
H 1.242 -0.631 -0.403 0.409 -0.332 -2.242 0.092
H 2.338 1.749 -5.172 -1.407 0.000 1.834 0.106
H 6.108 0.843 2.909 -0.261 -0.129 -0.066 0.151
H -1.604 -4.220 0.223 0.381 0.089 -2.489 0.104
H -3.963 -0.545 4.799 -0.227 -0.100 0.079 0.145
H 4.081 -5.422 -2.945 -1.609 -0.783 -0.158 0.078
H 2.386 -3.267 -2.524 -0.859 -1.532 1.492 0.085
H -3.060 -5.941 0.275 -1.647 1.390 -0.431 0.103
H 4.684 1.246 -2.485 0.037 0.126 -0.308 0.154
H 0.753 -1.455 -3.523 -0.907 0.043 1.738 0.090
H -5.036 -2.673 6.738 -0.182 0.108 -0.035 0.175
H -3.927 -1.699 -1.448 1.460 0.094 -1.680 0.095
H 3.017 -3.526 -0.824 -1.588 -0.581 -1.247 0.116
H 5.142 2.075 3.753 0.082 -0.173 0.173 0.143
H -4.367 -1.890 -3.211 1.803 0.485 1.585 0.113
H 0.497 -4.451 -0.163 0.437 2.155 -1.527 0.103
H 7.121 3.109 -2.302 -0.148 -0.108 -0.170 0.145
H 3.221 0.613 3.935 -0.008 -0.105 -0.186 0.164
H -3.737 7.766 0.027 -0.198 0.007 0.082 0.179
H 0.763 0.969 -4.269 1.905 1.738 -0.336 0.098
H -1.474 -5.375 -4.724 0.129 -0.123 2.028 0.070
H -2.390 0.550 -2.918 -1.962 -0.798 0.014 0.050
H -2.516 -2.269 0.020 2.347 0.968 -1.186 0.108
H -2.923 -1.638 -4.969 2.296 -0.210 0.804 0.087
H -3.995 0.592 -1.918 1.004 -0.699 -2.237 0.069
H -1.311 -2.497 -5.222 -0.455 1.479 1.501 0.052
H 2.543 -1.132 -1.760 -2.483 0.785 0.644 0.123
H 2.244 1.408 -1.059 -1.257 -0.690 -1.918 0.114
```
Forces are in eV/Å.